{"formula": "C37H83N5O4S3", "method": "ωB97M-V/def2-TZVPD", "elements": ["O", "S", "O", "C", "C", "O", "C", "C", "C", "C", "C", "C", "S", "C", "S", "N", "C", "C", "O", "C", "C", "H", "H", "H", "H", "H", "H", "H", "H", "H", "H", "H", "H", "H", "H", "H", "H", "H", "H", "H", "H", "H", "H", "H", "C", "C", "N", "C", "C", "C", "C", "H", "H", "H", "H", "H", "H", "H", "H", "H", "H", "H", "H", "H", "H", "H", "C", "C", "N", "C", "C", "C", "C", "H", "H", "H", "H", "H", "H", "H", "H", "H", "H", "H", "H", "H", "H", "H", "C", "C", "N", "C", "C", "C", "C", "H", "H", "H", "H", "H", "H", "H", "H", "H", "H", "H", "H", "H", "H", "H", "C", "C", "N", "C", "C", "C", "C", "H", "H", "H", "H", "H", "H", "H", "H", "H", "H", "H", "H", "H", "H", "H"], "positions_angstrom": [[-3.0020, -7.7276, -1.6901], [-2.7627, -6.3251, -1.8271], [-2.7635, -5.5779, -0.6043], [-1.2295, -6.1622, -2.7067], [-0.5389, -4.8240, -2.5205], [0.5764, -4.7012, -3.3686], [1.3356, -3.5955, -2.8835], [0.5965, -3.0049, -1.6824], [-0.1533, -4.2777, -1.1448], [0.8810, -4.9970, -0.2704], [0.6919, -6.5186, -0.0693], [1.7139, -7.2995, -0.9087], [1.0484, -8.8915, -1.5081], [1.8305, -8.9977, -3.1321], [1.0913, -8.3795, -4.4329], [3.0518, -9.6631, -3.1337], [4.1942, -8.7904, -2.7524], [5.1526, -8.4554, -3.8914], [5.4044, -9.5256, -4.7724], [4.1584, -9.8750, -5.3654], [3.3101, -10.5139, -4.3055], [-3.7108, -5.8324, -2.6663], [-1.4275, -6.2843, -3.7666], [-0.6263, -7.0120, -2.4078], [-1.2725, -4.0808, -2.8807], [1.6329, -2.8630, -3.6289], [2.2742, -4.0314, -2.5337], [1.3745, -2.6905, -0.9980], [-0.1081, -2.2246, -1.9414], [-0.9855, -3.8953, -0.5775], [1.9024, -4.8235, -0.5917], [0.8010, -4.5453, 0.7137], [-0.3205, -6.8458, -0.2487], [0.8886, -6.7274, 0.9767], [2.6050, -7.4775, -0.3190], [2.0224, -6.6875, -1.7493], [4.6933, -9.2179, -1.8863], [3.7867, -7.8437, -2.4212], [6.0849, -8.1282, -3.4485], [4.7427, -7.6181, -4.4636], [3.6853, -8.9953, -5.7890], [4.3593, -10.5905, -6.1557], [3.7833, -11.4219, -3.9434], [2.3719, -10.8282, -4.7454], [1.1522, -0.1867, 1.9667], [1.7955, -1.3152, 2.7566], [2.9841, -1.8384, 2.1119], [3.4255, -3.1110, 2.6508], [3.8976, -3.1697, 4.1076], [4.0256, -0.8654, 1.8304], [4.5834, -0.0490, 3.0020], [0.9703, -0.4923, 0.9346], [0.1933, 0.0836, 2.4119], [1.7722, 0.7116, 1.9583], [1.0675, -2.1270, 2.8387], [1.9899, -0.9701, 3.7844], [4.2195, -3.5033, 2.0088], [2.5917, -3.8123, 2.5352], [4.8751, -2.7074, 4.2390], [3.9946, -4.2121, 4.4178], [3.1922, -2.6918, 4.7879], [3.6382, -0.1641, 1.0853], [4.8474, -1.3785, 1.3252], [3.7928, 0.3732, 3.6236], [5.1726, 0.7854, 2.6164], [5.2426, -0.6380, 3.6379], [0.5349, 5.5814, -2.3366], [0.8552, 4.0995, -2.4615], [1.3538, 3.5150, -1.2324], [1.9576, 2.2082, -1.4197], [1.0583, 1.0674, -1.9094], [0.4933, 3.6537, -0.0705], [-0.9364, 3.1093, -0.1693], [1.3887, 6.1314, -1.9388], [0.2977, 5.9912, -3.3194], [-0.3262, 5.7646, -1.6905], [1.6302, 3.9868, -3.2242], [-0.0352, 3.5752, -2.8445], [2.4360, 1.9080, -0.4826], [2.7785, 2.3244, -2.1349], [0.3792, 0.7236, -1.1301], [1.6743, 0.2109, -2.1947], [0.4704, 1.3498, -2.7833], [0.4346, 4.7168, 0.1821], [0.9932, 3.1959, 0.7871], [-1.4392, 3.4253, -1.0852], [-1.5298, 3.4813, 0.6698], [-0.9630, 2.0217, -0.1186], [-2.2913, 7.0681, 4.0595], [-1.9740, 5.5850, 3.9312], [-1.4779, 4.9981, 5.1595], [-0.8813, 3.6884, 4.9714], [-1.7888, 2.5524, 4.4858], [-2.3377, 5.1472, 6.3205], [-3.7757, 4.6226, 6.2254], [-1.4388, 7.6184, 4.4592], [-2.5274, 7.4797, 3.0768], [-3.1523, 7.2490, 4.7045], [-1.1989, 5.4796, 3.1665], [-2.8646, 5.0619, 3.5468], [-0.3994, 3.3857, 5.9049], [-0.0626, 3.8014, 4.2525], [-2.4642, 2.2090, 5.2680], [-1.1768, 1.6949, 4.1960], [-2.3796, 2.8403, 3.6155], [-2.3835, 6.2109, 6.5699], [-1.8415, 4.6843, 7.1767], [-4.2730, 4.9466, 5.3102], [-4.3595, 5.0066, 7.0645], [-3.8230, 3.5361, 6.2754], [-3.7746, 5.1822, -3.0178], [-4.7437, 6.2485, -2.5256], [-4.7923, 6.3426, -1.0797], [-5.9192, 7.1113, -0.5825], [-5.9894, 8.6016, -0.9351], [-3.5185, 6.5830, -0.4290], [-2.7207, 7.8250, -0.8446], [-3.9837, 4.2213, -2.5452], [-3.8772, 5.0590, -4.0967], [-2.7348, 5.4477, -2.8175], [-5.7443, 5.9862, -2.8788], [-4.4883, 7.2081, -3.0025], [-5.9605, 7.0008, 0.5045], [-6.8303, 6.6313, -0.9542], [-5.2573, 9.1876, -0.3811], [-6.9745, 8.9928, -0.6726], [-5.8419, 8.7791, -2.0007], [-2.8853, 5.7054, -0.5946], [-3.6708, 6.6082, 0.6533], [-2.6475, 7.9296, -1.9280], [-1.7019, 7.7476, -0.4574], [-3.1453, 8.7409, -0.4363]], "mulliken_charge": [-0.625, 0.979, -0.591, -0.523, 0.233, -0.462, -0.806, -0.738, 0.609, -0.891, -1.152, -0.686, -0.279, 0.310, -0.186, 0.044, -0.140, -0.703, -0.420, -0.386, -0.874, 0.136, 0.569, -0.523, 0.371, 0.407, 0.352, 0.017, 0.179, 0.648, 0.486, 0.235, 0.392, 0.598, 0.618, 0.214, 0.292, 0.042, 0.376, 0.358, 0.289, 0.365, 0.377, 0.450, -0.779, -0.762, 0.443, -0.404, -1.209, -0.455, -1.082, -0.062, 0.445, 0.200, 0.507, 0.267, 0.447, 0.055, 0.259, 0.460, 0.268, 0.074, 0.443, 0.240, 0.406, 0.271, -1.087, -0.286, 0.230, -1.055, -0.544, -0.742, -0.594, 0.374, 0.452, -0.131, 0.456, 0.234, 0.377, 0.438, -0.065, 0.358, 0.411, 0.324, 0.279, 0.099, 0.245, 0.223, -1.489, -0.184, 0.133, -0.700, -0.752, -0.720, -0.926, 0.351, 0.408, 0.303, 0.258, 0.269, 0.328, 0.399, 0.273, 0.205, 0.243, 0.379, 0.373, 0.225, 0.381, 0.264, -1.206, -0.467, 0.149, -0.722, -0.980, 0.021, -1.237, 0.306, 0.492, 0.084, 0.515, 0.285, 0.353, 0.434, 0.222, 0.402, 0.275, -0.210, 0.203, 0.292, 0.419, 0.357], "homo_ev": -8.18, "gap_ev": 7.8, "charge": 0, "smiles": "O=[SH](=O)C[C@@H]1OCC[C@@H]1CCCSC(=S)N1CCOCC1.CCN(CC)CC.CCN(CC)CC.CCN(CC)CC.CCN(CC)CC", "max_force_ha_per_bohr": 0.04540}

{"formula": "C30H48BN9PdSe2", "method": "ωB97M-V/def2-TZVPD", "elements": ["Pd", "C", "C", "C", "C", "N", "N", "B", "N", "N", "C", "C", "C", "C", "C", "C", "C", "C", "N", "N", "C", "C", "C", "C", "C", "C", "C", "C", "C", "C", "C", "C", "H", "H", "H", "H", "H", "H", "H", "H", "H", "H", "H", "H", "H", "H", "H", "H", "H", "H", "H", "H", "H", "H", "H", "H", "H", "H", "H", "H", "H", "H", "H", "H", "H", "H", "H", "H", "H", "H", "H", "H", "Se", "C", "N", "C", "N", "C", "C", "N", "C", "C", "Se", "H", "H", "H", "H", "H", "H", "H", "H"], "positions_angstrom": [[0.3684, 0.0211, -0.5102], [-2.2825, -4.3360, 1.5586], [-1.2359, -3.6374, 0.7682], [-0.1429, -4.1970, 0.1218], [0.5454, -3.1361, -0.4776], [-0.1169, -2.0186, -0.1946], [-1.1952, -2.3048, 0.5640], [-2.1467, -1.1948, 1.0617], [-2.6618, -0.4567, -0.2144], [-1.8013, -0.2332, -1.2266], [-2.4966, 0.0534, -2.3397], [-3.8591, 0.0610, -1.9971], [-3.9252, -0.2771, -0.6449], [-5.1307, -0.4509, 0.2036], [-1.8979, -0.0844, -3.7204], [-1.7522, -1.6096, -3.9130], [-2.8273, 0.4813, -4.7945], [-0.5212, 0.5741, -3.8381], [-1.3158, -0.2313, 1.9442], [0.0040, -0.0615, 1.7020], [0.5757, 0.4790, 2.7801], [-0.4241, 0.6860, 3.7408], [-1.6023, 0.2197, 3.1849], [-2.9630, 0.1995, 3.7843], [2.0701, 0.6279, 2.9613], [2.4361, 2.0976, 3.1955], [2.4881, -0.2017, 4.1838], [2.8075, 0.1025, 1.7263], [1.8004, -3.1788, -1.3095], [2.1746, -1.7810, -1.8204], [2.9449, -3.7312, -0.4496], [1.5648, -4.0923, -2.5203], [-2.0643, -5.4003, 1.5825], [-3.2697, -4.1957, 1.1176], [-2.3174, -3.9622, 2.5819], [0.1139, -5.2409, 0.0908], [-3.0602, -1.6380, 1.6672], [-4.6878, 0.2684, -2.6515], [-6.0217, -0.2096, -0.3700], [-5.0902, 0.1897, 1.0845], [-5.2077, -1.4837, 0.5455], [-2.7207, -2.0972, -3.8027], [-1.0718, -2.0289, -3.1689], [-1.3725, -1.8266, -4.9119], [-3.7503, -0.0935, -4.8594], [-2.3340, 0.4331, -5.7645], [-3.0714, 1.5256, -4.5905], [0.1110, 0.3153, -2.9819], [-0.6157, 1.6599, -3.8980], [-0.0195, 0.2321, -4.7424], [-0.3098, 1.1086, 4.7237], [-2.9280, 0.6325, 4.7804], [-3.3422, -0.8195, 3.8644], [-3.6640, 0.7732, 3.1771], [1.9649, 2.4750, 4.1023], [2.1010, 2.7112, 2.3579], [3.5164, 2.2043, 3.3009], [2.0594, 0.2090, 5.0970], [3.5734, -0.1989, 4.2889], [2.1556, -1.2351, 4.0875], [2.5287, 0.6819, 0.8384], [2.5652, -0.9490, 1.5652], [3.8854, 0.1892, 1.8694], [2.3769, -1.0966, -0.9781], [1.3834, -1.3962, -2.4732], [3.0864, -1.8383, -2.4142], [3.1200, -3.0947, 0.4191], [3.8630, -3.7786, -1.0347], [2.7129, -4.7348, -0.0971], [0.7549, -3.7123, -3.1439], [1.3068, -5.1013, -2.2037], [2.4689, -4.1462, -3.1262], [-2.0602, 2.9114, -1.3145], [-1.4669, 4.1840, -2.4474], [-1.0286, 5.0098, -3.1280], [-0.0607, 4.6750, 1.0770], [1.3580, 4.4385, 0.8819], [2.3714, 5.1447, 1.4742], [3.5403, 4.6368, 1.0164], [3.2341, 3.6249, 0.1454], [4.2004, 2.8216, -0.5846], [1.8992, 3.5028, 0.0821], [0.9746, 2.3681, -1.1080], [-0.1898, 5.5167, 1.7515], [-0.5376, 3.7943, 1.5084], [-0.5289, 4.9147, 0.1243], [2.1850, 5.9457, 2.1668], [4.5526, 4.9235, 1.2373], [5.0871, 3.4189, -0.7805], [3.7722, 2.5055, -1.5345], [4.4874, 1.9431, -0.0069]], "mulliken_charge": [-0.516, -1.477, 0.592, -1.455, -1.214, 3.235, -0.735, -0.211, 0.429, 1.630, -1.361, -0.798, 0.091, -1.448, 2.218, -1.523, -2.082, -0.540, 0.386, 0.933, -0.679, -1.577, 0.388, -1.435, 2.926, -1.459, -1.879, -1.342, 2.429, -1.451, -1.632, -1.630, 0.423, 0.287, 0.302, 0.634, -0.127, 0.580, 0.423, 0.215, 0.272, 0.423, 0.065, 0.521, 0.431, 0.441, 0.393, -0.458, 0.185, 0.495, 0.597, 0.425, 0.280, 0.186, 0.398, 0.148, 0.521, 0.376, 0.480, 0.357, -0.515, 0.278, 0.772, -0.094, -0.110, 0.637, 0.268, 0.481, 0.360, 0.280, 0.385, 0.472, 0.415, 0.252, -0.396, -0.852, 0.353, -0.407, -0.487, 0.457, -0.815, -0.444, -0.327, 0.299, 0.263, 0.339, 0.500, 0.544, 0.376, 0.356, 0.274], "homo_ev": [-13.92, -13.91], "gap_ev": [4.3, 4.2], "charge": 2, "max_force_ha_per_bohr": 0.05949}

{"formula": "C33H41NO2S2Si", "method": "ωB97M-V/def2-TZVPD", "elements": ["C", "C", "C", "O", "C", "S", "S", "H", "H", "H", "H", "H", "H", "H", "C", "Si", "C", "C", "O", "C", "C", "C", "C", "C", "C", "C", "C", "C", "C", "C", "C", "C", "C", "C", "C", "C", "N", "C", "C", "C", "C", "C", "C", "C", "C", "C", "H", "H", "H", "H", "H", "H", "H", "H", "H", "H", "H", "H", "H", "H", "H", "H", "H", "H", "H", "H", "H", "H", "H", "H", "H", "H", "H", "H", "H", "H", "H", "H", "H", "H"], "positions_angstrom": [[1.9058, -4.4145, 4.6367], [1.2215, -4.6491, 3.2976], [2.1891, -4.9475, 2.1781], [0.4253, -3.4453, 3.0873], [-0.7544, -3.4524, 2.3959], [-1.8609, -2.2390, 2.7659], [-1.0602, -4.6558, 1.2952], [2.6127, -5.2180, 4.8755], [2.4297, -3.4508, 4.6521], [1.1464, -4.3714, 5.4267], [0.5267, -5.4873, 3.4043], [2.8586, -5.7726, 2.4669], [1.6821, -5.2684, 1.2574], [2.8279, -4.0822, 1.9443], [1.1459, -0.7912, -5.1175], [2.3311, -0.0250, -3.9183], [3.9211, -0.9770, -3.7258], [2.5666, 1.7754, -4.2440], [1.6452, -0.2469, -2.4278], [0.7757, 0.3922, -1.5365], [1.5147, 1.4898, -0.7295], [2.8963, 1.4075, -0.6086], [3.5739, 2.3057, 0.2187], [2.8536, 3.2995, 0.8965], [1.4675, 3.3964, 0.7399], [0.8012, 2.5152, -0.1019], [-0.4327, 0.9115, -2.3142], [-0.4578, 2.2369, -2.7407], [-1.5051, 2.6864, -3.5421], [-2.4960, 1.7828, -3.9540], [-2.4298, 0.4382, -3.5633], [-1.3940, 0.0030, -2.7443], [0.4612, -0.7451, -0.5025], [1.7164, -1.3892, 0.0900], [1.9043, -0.8111, 1.4985], [0.6054, -0.0610, 1.8427], [-0.2335, -0.1871, 0.6443], [-1.5554, -0.1363, 0.6914], [-2.2017, 0.3472, 1.8310], [-3.4927, 0.0501, 2.2594], [-4.3439, 1.1721, 2.5769], [-5.7620, 1.0925, 2.4756], [-6.5703, 2.2097, 2.6936], [-6.0167, 3.4327, 3.0915], [-4.6257, 3.5472, 3.1594], [-3.7961, 2.4547, 2.9026], [1.5805, -0.7426, -6.1266], [0.9563, -1.8411, -4.8523], [0.1817, -0.2646, -5.1141], [4.4730, -0.9642, -4.6787], [4.5590, -0.5431, -2.9376], [3.7161, -2.0244, -3.4458], [3.2995, 1.8708, -5.0542], [1.6291, 2.2423, -4.5622], [2.9373, 2.3163, -3.3680], [3.4335, 0.6192, -1.1374], [4.6528, 2.1997, 0.3249], [3.3846, 4.0027, 1.5435], [0.8957, 4.1687, 1.2597], [-0.2676, 2.6403, -0.2895], [0.3531, 2.9209, -2.4736], [-1.5310, 3.7373, -3.8384], [-3.2878, 2.1260, -4.6229], [-3.2055, -0.2672, -3.8670], [-1.3114, -1.0477, -2.4628], [-0.1674, -1.5141, -0.9678], [1.4469, -2.4514, 0.1764], [2.5857, -1.2952, -0.5651], [2.0506, -1.6169, 2.2252], [2.7721, -0.1402, 1.5648], [0.1034, -0.5042, 2.7201], [0.7809, 1.0043, 2.0623], [-2.0952, -0.5000, -0.1886], [-1.5844, 1.0521, 2.3933], [-3.9582, -0.9403, 2.2462], [-6.2290, 0.1472, 2.1866], [-7.6462, 2.1315, 2.5791], [-6.6422, 4.2883, 3.3287], [-4.1649, 4.4851, 3.4481], [-2.7171, 2.5826, 2.9685]], "mulliken_charge": [-1.425, 0.381, -1.176, -0.296, 0.208, -0.413, -0.324, 0.399, 0.299, 0.338, 0.466, 0.442, 0.288, 0.195, -1.068, 0.284, -1.113, -0.970, -0.489, 2.510, 0.070, -0.493, -0.738, -0.749, -1.157, -0.031, 0.074, -0.113, -1.087, -0.661, -0.924, -0.450, -1.301, -1.027, -0.876, -1.318, 0.861, 0.606, -0.593, -1.118, 0.790, -0.479, -0.514, -0.418, -0.673, -0.351, 0.408, 0.287, 0.248, 0.412, 0.297, 0.303, 0.532, 0.267, 0.273, 0.223, 0.449, 0.414, 0.438, 0.498, 0.618, 0.437, 0.412, 0.444, 0.387, 1.181, 0.653, 0.143, 0.289, 0.341, 0.801, 0.463, 0.288, 0.414, 0.459, 0.364, 0.362, 0.377, 0.364, 0.287], "homo_ev": -6.53, "gap_ev": 4.9, "charge": 0, "max_force_ha_per_bohr": 0.05081}

{"formula": "C2HClF2OS", "method": "ωB97M-V/def2-TZVPD", "elements": ["C", "C", "O", "F", "F", "S", "Cl", "H"], "positions_angstrom": [[-0.5462, 0.5641, 1.2616], [0.5966, 0.1924, 0.4436], [-1.5464, 1.0841, 0.8995], [-0.4201, 0.2327, 2.5994], [1.8243, -0.0482, -1.5555], [0.3281, 0.4607, -1.1629], [-1.8976, -2.2272, -3.1611], [1.6613, -0.2586, 0.6755]], "mulliken_charge": [0.503, -0.133, -0.467, -0.246, -0.226, 0.250, -0.021, 0.340], "homo_ev": [-11.60, -8.91], "gap_ev": [9.8, 4.8], "charge": 0, "max_force_ha_per_bohr": 0.05592}